Record 1
{"formula": "C5H8O", "method": "ωB97M-V/def2-TZVPD", "homo_energy_ev": -8.180, "energy_ha": -270.488557, "gap_ha": 0.34111, "largest_force_ha_per_bohr": 0.009, "molar_mass_g_mol": 84.12, "elements": ["H", "O", "H", "C", "H", "C", "H", "C", "C", "H", "C", "H", "H", "H"], "coordinates": [[-2.889, -0.078, 0.108], [-0.969, -0.562, -0.623], [2.211, -0.045, -1.322], [-0.110, -0.137, 0.377], [-0.622, 1.910, 0.697], [1.182, -0.415, 0.466], [1.282, -1.545, -1.375], [-1.044, 0.922, 0.900], [1.922, -0.930, -0.734], [-2.166, 1.102, -1.036], [-1.963, 0.405, -0.218], [1.737, -0.031, 1.318], [-1.408, 0.878, 1.927], [2.837, -1.475, -0.487]], "atomic_forces_ev_per_a": [[0.13, 0.00, -0.08], [0.08, 0.01, -0.12], [0.08, -0.30, 0.01], [0.46, 0.06, 0.07], [-0.19, -0.08, 0.16], [-0.12, 0.19, -0.08], [0.19, 0.04, 0.18], [-0.05, 0.11, 0.14], [0.11, -0.14, -0.11], [-0.03, -0.03, 0.17], [-0.36, 0.19, -0.01], [-0.11, 0.09, -0.19], [-0.01, -0.13, -0.12], [-0.18, -0.03, -0.01]]}

Record 2
{"formula": "C4H7NO2", "method": "ωB97M-V/def2-TZVPD", "homo_energy_ev": [-7.936, -8.103], "energy_ha": -361.669856, "gap_ha": [0.27681, 0.28233], "largest_force_ha_per_bohr": 0.031, "molar_mass_g_mol": 101.10, "elements": ["H", "H", "H", "O", "H", "H", "C", "N", "H", "C", "C", "O", "H", "C"], "coordinates": [[-1.653, -0.507, 2.138], [1.557, -1.013, 1.114], [1.625, -1.629, 0.692], [0.569, 2.016, -1.488], [-0.275, 1.771, 1.160], [-0.239, -1.316, -1.438], [0.667, 0.825, -0.768], [-0.731, -0.148, 0.288], [1.687, 0.400, -0.769], [-1.599, -0.914, 1.115], [-0.337, -0.326, -0.991], [-2.184, -1.878, 0.716], [0.820, 1.824, -2.400], [0.093, 0.895, 0.631]], "atomic_forces_ev_per_a": [[0.00, -0.06, -0.09], [0.08, -0.16, -0.05], [0.04, 0.03, 0.08], [0.10, -0.02, -0.24], [0.13, -0.11, -0.03], [-0.02, 0.23, 0.06], [0.41, -0.23, -0.02], [-1.01, -0.68, 1.00], [-0.19, 0.14, -0.03], [0.16, 0.05, -0.31], [0.28, -0.13, -0.47], [0.15, 0.25, 0.11], [-0.04, 0.15, 0.10], [-0.09, 0.53, -0.11]]}

Record 3
{"formula": "C20H17Cl2GeIPt", "method": "ωB97M-V/def2-TZVPD", "homo_energy_ev": [-5.459, -9.332], "spin_multiplicity": 5, "energy_ha": -4186.299548, "gap_ha": [0.17309, 0.22152], "s2": 6.03, "largest_force_ha_per_bohr": 0.087, "molar_mass_g_mol": 722.85, "elements": ["H", "H", "C", "H", "H", "C", "C", "Cl", "C", "C", "C", "H", "H", "H", "H", "H", "H", "C", "C", "H", "C", "H", "C", "H", "C", "H", "Cl", "H", "C", "C", "C", "C", "C", "C", "H", "C", "C", "Pt", "H", "Ge", "I", "C"], "coordinates": [[2.903, -1.290, 0.916], [-1.145, 1.593, -4.697], [-2.948, -3.064, 0.491], [-1.801, 0.881, 4.870], [-0.577, -2.308, 2.422], [0.159, -0.312, 1.769], [-2.279, 2.429, -3.016], [-3.971, -4.491, 0.938], [-1.481, 1.638, -0.834], [4.453, -0.050, 0.105], [-1.261, 0.653, 4.015], [1.704, 1.915, -1.785], [-2.790, -2.546, 1.432], [3.893, 2.701, -1.853], [1.204, 1.621, 1.890], [-0.146, -0.271, -3.294], [-3.035, 3.120, -1.099], [-0.611, -1.198, 2.527], [4.762, 1.154, -0.634], [5.288, -0.716, 0.529], [-2.263, 2.564, -1.636], [-3.642, -2.444, -0.081], [-1.397, -0.705, 3.581], [-2.073, -1.454, 4.033], [0.454, 0.951, 2.328], [-1.499, 1.636, 0.275], [-2.383, -5.345, -1.985], [-0.149, 2.447, 3.725], [-0.753, 0.635, -1.398], [3.702, 1.883, -1.182], [-0.300, 1.441, 3.419], [-0.041, -2.472, -0.563], [2.116, 0.245, -0.419], [2.385, 1.383, -1.163], [-3.028, 2.865, -3.625], [3.130, -0.424, 0.280], [-0.685, 0.548, -2.832], [-1.486, -3.643, -0.747], [5.801, 1.439, -0.735], [0.372, -0.548, -0.205], [0.788, -3.948, -2.126], [-1.370, 1.487, -3.633]], "atomic_forces_ev_per_a": [[0.01, 0.30, -0.38], [-0.50, -0.55, 0.19], [-1.35, 0.55, 0.51], [-0.69, 0.96, 1.49], [-0.10, 1.01, -0.33], [0.45, -1.34, -2.67], [1.81, -1.66, 0.67], [0.38, 0.02, 0.06], [-0.89, 1.21, 0.22], [1.51, 0.56, -0.06], [-0.45, -1.28, -0.60], [-0.91, 0.02, -0.08], [0.55, -0.02, -0.10], [0.21, 0.46, 0.16], [-0.16, -0.47, 0.24], [0.24, 0.20, -0.08], [0.40, 0.28, -0.32], [-2.11, -1.64, 3.58], [-1.12, -1.54, 1.09], [-1.33, 1.32, -0.61], [-0.16, -1.91, 0.79], [0.25, 0.07, -0.14], [0.91, -2.55, -2.48], [0.46, 0.81, 0.14], [-0.10, 3.66, 2.58], [-0.30, 0.54, -0.75], [-0.11, -0.08, -0.04], [0.27, 0.64, 0.36], [0.53, -1.08, -1.27], [0.27, -1.13, -0.44], [1.54, -0.23, -2.85], [1.21, 0.98, 0.16], [-0.07, -0.65, 0.12], [1.64, -0.11, 0.53], [-0.30, 0.94, -0.46], [0.73, -0.08, -0.26], [-0.74, 1.10, 0.29], [-1.06, -1.48, -0.62], [-0.09, 0.17, -0.13], [-1.31, 0.75, -0.42], [0.38, 1.02, 0.49], [0.11, 0.26, 1.40]]}

Record 4
{"formula": "C20H20F24O7S", "method": "ωB97M-V/def2-TZVPD", "homo_energy_ev": -9.912, "energy_ha": -4095.769845, "gap_ha": 0.37315, "smiles": "FC(F)C(F)(F)COC(F)(F)C(F)F.FC(F)C(F)(F)COC(F)(F)C(F)F.FC(F)C(F)(F)COC(F)(F)C(F)F.O=C1OC[C@](S)(CCO)O1", "largest_force_ha_per_bohr": 0.016, "molar_mass_g_mol": 860.39, "elements": ["H", "H", "C", "F", "F", "F", "F", "F", "C", "F", "H", "S", "H", "O", "H", "H", "F", "H", "F", "C", "C", "H", "C", "H", "C", "H", "C", "C", "H", "C", "C", "C", "F", "C", "O", "H", "F", "F", "H", "F", "H", "F", "H", "C", "O", "O", "C", "C", "O", "F", "F", "F", "C", "C", "H", "F", "O", "H", "F", "H", "F", "C", "C", "H", "F", "F", "F", "F", "C", "F", "H", "O"], "coordinates": [[8.156, -7.035, 0.935], [3.054, -2.074, 2.076], [-5.996, 1.103, -0.340], [8.343, -4.726, 0.416], [2.536, -0.191, 3.220], [-7.496, 0.130, 1.099], [-5.796, 1.634, -1.566], [6.599, -8.935, -0.423], [-3.434, 3.497, 2.770], [7.838, -6.091, -2.034], [-4.028, 6.852, 0.019], [-4.074, 6.655, 1.341], [5.442, -0.897, -1.633], [-4.263, 3.349, 1.700], [5.279, -3.494, 0.574], [-0.055, 5.228, 2.380], [7.254, -3.966, 2.132], [-1.368, 6.651, 0.955], [-7.634, 1.202, -3.568], [7.076, -7.022, 0.788], [6.686, -7.582, -0.589], [6.654, -7.735, 1.496], [-1.543, 5.580, 0.838], [1.755, -1.683, 0.975], [7.672, -7.396, -1.746], [0.773, 0.674, 1.583], [4.434, -0.485, -1.704], [-0.433, 4.752, 1.470], [-0.806, 3.760, 1.767], [2.768, -1.406, 1.265], [-2.940, 5.226, 1.380], [-8.532, 1.755, -0.183], [4.060, 0.505, 1.805], [-3.488, 3.985, 0.656], [-3.154, 2.679, 3.579], [-9.540, 1.581, -4.020], [-9.926, 3.642, -2.561], [-8.276, 3.017, -4.611], [-4.087, 4.162, -0.232], [6.010, -4.242, -1.123], [8.640, -7.842, -1.504], [6.870, -2.499, -0.118], [-1.562, 5.379, -0.241], [-8.635, 2.093, -3.692], [-2.928, 4.775, 2.734], [0.607, 4.597, 0.506], [3.423, -1.455, -1.082], [6.231, -3.679, 0.079], [6.501, -5.787, 1.168], [1.967, 1.346, 0.131], [-7.834, 3.556, -1.994], [-7.750, -0.315, -1.033], [-8.886, 2.802, -2.356], [7.114, -4.588, 0.938], [1.245, 3.977, 0.881], [3.560, -2.631, -1.731], [3.709, -1.684, 0.242], [-5.707, 1.833, 0.418], [2.160, -1.043, -1.267], [-9.279, 1.408, 0.529], [1.971, 2.166, 2.154], [-7.450, 0.665, -0.156], [1.794, 1.030, 1.428], [-8.153, 2.704, 0.196], [7.171, -8.009, -2.841], [4.104, -0.296, -2.999], [4.384, 0.702, -1.069], [-5.194, 0.020, -0.226], [2.818, -0.007, 1.897], [5.467, -7.130, -0.947], [-2.624, 3.339, 0.455], [-9.257, 1.915, -1.388]], "atomic_forces_ev_per_a": [[0.02, 0.08, -0.18], [0.02, 0.02, 0.01], [0.22, 0.01, 0.09], [0.03, -0.04, -0.13], [-0.05, -0.02, 0.05], [0.00, 0.02, 0.07], [-0.11, 0.07, -0.07], [0.04, -0.06, 0.02], [-0.11, 0.40, 0.24], [0.00, 0.11, 0.07], [0.12, -0.05, -0.07], [-0.29, 0.01, 0.23], [0.01, -0.01, 0.00], [0.55, -0.42, -0.47], [-0.02, 0.00, 0.04], [-0.10, 0.03, -0.05], [0.07, 0.04, 0.06], [0.09, -0.14, 0.06], [0.05, 0.01, 0.03], [0.14, -0.22, 0.48], [-0.18, 0.19, 0.01], [-0.01, 0.00, -0.01], [-0.24, 0.11, 0.23], [-0.03, 0.19, -0.08], [0.03, -0.11, -0.05], [0.02, -0.02, 0.01], [0.07, -0.01, -0.04], [0.19, -0.30, -0.14], [-0.03, 0.11, -0.03], [-0.09, -0.51, 0.17], [-0.05, 0.16, -0.80], [-0.34, 0.23, 0.39], [-0.05, -0.01, -0.01], [0.05, 0.09, 0.58], [-0.40, 0.30, 0.01], [-0.01, 0.00, 0.01], [-0.02, 0.10, 0.00], [0.01, 0.00, -0.03], [-0.04, 0.03, 0.14], [0.07, -0.04, -0.02], [0.00, 0.02, 0.01], [0.00, 0.02, 0.00], [0.06, 0.00, 0.11], [-0.04, -0.02, -0.07], [0.52, -0.41, 0.11], [-0.14, -0.04, 0.26], [0.00, -0.26, 0.11], [-0.07, 0.02, -0.09], [-0.20, 0.04, -0.48], [0.06, -0.05, -0.06], [0.14, -0.04, 0.02], [0.02, 0.04, 0.01], [-0.21, 0.05, 0.17], [0.05, -0.09, 0.24], [0.06, 0.13, -0.13], [-0.03, -0.08, -0.06], [0.01, 0.54, -0.01], [-0.04, 0.00, 0.07], [-0.05, 0.13, 0.04], [0.00, -0.01, -0.01], [-0.03, 0.04, -0.02], [-0.12, -0.08, -0.27], [-0.13, 0.03, 0.03], [0.16, -0.03, -0.11], [0.00, 0.01, 0.00], [0.01, 0.02, -0.02], [-0.04, 0.03, 0.02], [-0.04, -0.01, 0.00], [0.25, 0.01, -0.12], [0.05, 0.00, 0.00], [-0.24, -0.06, -0.35], [0.34, -0.34, -0.24]]}

Record 5
{"formula": "C5H5ClN2O2", "method": "ωB97M-V/def2-TZVPD", "homo_energy_ev": -9.772, "energy_ha": -913.529359, "gap_ha": 0.35274, "smiles": "O=[N+]([O-])[C@@H]1C=NC=C[C@H]1Cl", "largest_force_ha_per_bohr": 0.095, "molar_mass_g_mol": 160.56, "elements": ["C", "O", "N", "H", "O", "H", "N", "H", "C", "H", "H", "Cl", "C", "C", "C"], "coordinates": [[0.706, 0.850, 0.525], [-1.789, 0.554, 1.338], [0.333, -1.617, -0.894], [1.994, -0.544, 1.749], [-2.698, 0.769, -0.627], [-1.069, -0.680, -2.303], [-1.714, 0.761, 0.129], [-0.567, 1.582, -1.231], [-0.383, -0.779, -1.400], [0.120, 1.220, 1.361], [1.314, -2.599, 0.647], [2.041, 1.862, -0.136], [1.208, -0.516, 0.975], [0.944, -1.645, 0.336], [-0.442, 0.784, -0.467]], "atomic_forces_ev_per_a": [[-0.75, -1.08, -0.39], [-0.22, 0.38, -0.42], [-0.78, -2.65, -1.44], [-0.92, 0.24, -0.03], [1.08, 0.47, 0.73], [1.39, -0.67, 1.00], [-2.91, -1.55, 1.01], [0.88, -0.56, 0.45], [-1.42, 4.58, 0.99], [1.08, 0.95, 0.73], [0.09, -0.35, 0.17], [-0.47, -0.18, 0.54], [1.35, 0.67, 0.06], [0.56, 1.13, 0.13], [1.05, -1.38, -3.52]]}

Record 6
{"formula": "CHNO3", "method": "ωB97M-V/def2-TZVPD", "homo_energy_ev": -10.749, "energy_ha": -318.919704, "gap_ha": 0.39121, "smiles": "O=Cn1oo1", "largest_force_ha_per_bohr": 0.093, "molar_mass_g_mol": 75.02, "elements": ["C", "H", "O", "O", "N", "O"], "coordinates": [[0.656, 0.414, -0.255], [1.004, 0.606, -1.202], [-1.170, -1.144, -0.158], [-1.152, -0.383, 1.023], [-0.655, 0.131, -0.147], [1.317, 0.376, 0.739]], "atomic_forces_ev_per_a": [[1.94, -2.04, 3.25], [0.68, 0.69, -2.54], [0.02, -1.65, -1.36], [0.43, 0.37, 1.55], [-4.27, 1.73, -1.24], [1.20, 0.90, 0.34]]}